Here is a single C20H31N3O4S molecule from OMol25. Energies are from wB97M-V/def2-TZVPD.

Calculated values
Calculated total energy (eV): -44738.9000
E_HOMO (eV): -8.52
E_LUMO (eV): 0.48
Molar mass (g mol⁻¹): 409.55
SMILES string: O=C(NCCN1CCOCC1)[C@H]1CC[C@H](CNS(=O)(=O)c2ccccc2)CC1

The geometry in XYZ format:
```
59
C20H31N3O4S wB97M-V/def2-TZVPD
O -0.480 2.217 0.267
C -0.643 1.098 -0.168
N -1.634 0.789 -1.040
C -2.479 1.800 -1.630
C -1.998 2.166 -3.051
N -2.690 3.250 -3.705
C -2.533 4.549 -3.075
C -3.061 5.611 -4.040
O -4.415 5.385 -4.358
C -4.584 4.110 -4.930
C -4.093 3.008 -3.987
C 0.247 -0.085 0.196
C 0.848 0.109 1.587
C 1.822 -1.015 1.923
C 2.939 -1.105 0.885
C 3.933 -2.223 1.229
N 3.296 -3.522 1.286
S 3.568 -4.486 2.623
O 4.809 -4.139 3.256
O 3.354 -5.835 2.188
C 2.220 -3.975 3.677
C 2.464 -3.142 4.750
C 1.399 -2.705 5.521
C 0.110 -3.107 5.208
C -0.121 -3.951 4.132
C 0.942 -4.388 3.359
C 2.330 -1.313 -0.502
C 1.370 -0.178 -0.846
H -1.667 -0.133 -1.444
H -2.412 2.674 -0.979
H -3.510 1.438 -1.653
H -2.086 1.285 -3.696
H -0.941 2.441 -2.990
H -1.475 4.722 -2.875
H -3.094 4.623 -2.129
H -3.015 6.604 -3.589
H -2.456 5.596 -4.959
H -5.652 4.002 -5.130
H -4.024 4.047 -5.875
H -4.199 2.036 -4.472
H -4.711 3.025 -3.073
H -0.341 -1.008 0.176
H 1.358 1.073 1.611
H 0.047 0.140 2.328
H 2.250 -0.844 2.913
H 1.290 -1.967 1.953
H 3.497 -0.163 0.884
H 4.754 -2.221 0.504
H 4.360 -2.049 2.219
H 3.321 -4.059 0.436
H 3.482 -2.859 4.966
H 1.574 -2.054 6.364
H -0.719 -2.764 5.808
H -1.127 -4.265 3.898
H 0.804 -5.052 2.520
H 3.122 -1.361 -1.253
H 1.792 -2.263 -0.514
H 1.912 0.769 -0.861
H 0.946 -0.338 -1.841
```

Here is 2 unconnected molecules or ions with the total composition C5H6O2 from OMol25. Energies are from wB97M-V/def2-TZVPD.

Calculated values
Calculated total energy (eV): -9371.8896
E_HOMO (eV): -9.31
E_LUMO (eV): 0.86
Molar mass (g mol⁻¹): 98.10
SMILES string: C#C[C@H]1CO1.C=O

The geometry in XYZ format:
```
13
C5H6O2 wB97M-V/def2-TZVPD
C 2.158 -2.183 -0.793
C 1.309 -1.457 -0.360
C 0.380 -0.534 0.210
C 0.568 0.893 -0.001
O -0.527 0.093 -0.655
H 2.894 -2.845 -1.176
H -0.090 -0.808 1.157
H 0.501 1.540 0.891
H 1.126 1.330 -0.808
C -2.068 0.962 0.370
O -2.397 0.210 1.260
H -1.256 1.701 0.496
H -2.597 1.096 -0.590
```

Here is a molecular structure, C7H11NOS from OMol25. Energies are from wB97M-V/def2-TZVPD.

Calculated values
Calculated total energy (eV): -21806.5068
E_HOMO (eV): -8.51
E_LUMO (eV): -0.16
Molar mass (g mol⁻¹): 157.24

The geometry in XYZ format:
```
21
C7H11NOS wB97M-V/def2-TZVPD
C 0.233 1.696 0.125
C 1.141 -0.951 -1.132
C 2.271 -0.718 -0.121
C 0.826 -0.760 0.392
C -0.149 0.616 2.270
C -2.031 0.360 -1.684
C 0.159 0.539 0.827
N 0.311 2.594 -0.570
O -1.869 -1.506 0.304
S -1.945 -0.051 0.155
H 0.731 -0.162 -1.756
H 0.922 -1.999 -1.422
H 2.872 -1.612 0.009
H 2.846 0.220 -0.283
H 0.412 -1.561 0.889
H 0.740 0.947 2.776
H -0.371 -0.396 2.837
H -1.052 1.341 2.453
H -1.450 -0.431 -2.306
H -1.518 1.389 -1.740
H -3.079 0.445 -2.023
```

Question: molar mass of number 3 (C7H11NOS)?
Answer: 157.24 g mol⁻¹